Record 1
Molecular formula: C27H46N13PS3Ti
Method: DFT, wB97M-V/def2-TZVPD

Last column: Löwdin charge in e.
Cartesian coordinates (Å):
Ti 0.407 -1.845 0.653  0.625
N 4.086 -2.398 3.197  0.043
C 3.057 -2.313 2.275  -0.865
S 1.539 -1.652 2.857  0.552
N 3.299 -2.670 1.065  0.000
N 2.231 -2.477 0.206  -0.242
C 2.452 -2.872 -1.071  -0.134
C 1.374 -2.851 -1.922  -0.315
C 1.441 -3.081 -3.329  -0.056
C 0.339 -2.927 -4.102  -0.114
C -0.888 -2.490 -3.494  -0.106
C -0.910 -2.270 -2.152  -0.202
N 0.157 -2.492 -1.331  -0.108
H 3.782 -2.552 4.145  0.063
H 4.839 -3.002 2.900  0.085
H 3.437 -3.219 -1.356  0.109
H 2.395 -3.363 -3.757  0.111
H 0.388 -3.094 -5.170  0.092
H -1.776 -2.306 -4.082  0.090
H -1.818 -1.927 -1.668  0.078
N -1.764 -1.792 1.462  -0.048
N -2.602 -0.758 0.997  -0.053
C -3.705 -1.055 0.289  -0.920
N -4.356 0.017 -0.212  0.099
S -4.240 -2.621 0.025  0.619
H -2.234 -2.666 1.205  -0.018
H -1.771 -1.770 2.481  0.101
H -2.117 0.135 0.880  0.084
H -4.045 0.958 -0.037  0.081
H -5.150 -0.146 -0.803  0.092
S -0.004 -4.431 1.647  0.683
C -0.121 -5.545 0.396  -0.768
N -0.607 -5.163 -0.825  0.087
C -0.561 -5.947 -1.921  -0.043
C -0.107 -7.220 -1.800  -0.037
C 0.282 -7.616 -0.500  -0.112
N 0.290 -6.832 0.546  0.075
H -0.868 -4.180 -0.926  0.092
H -0.895 -5.486 -2.841  0.131
H -0.055 -7.888 -2.644  0.103
H 0.611 -8.635 -0.325  0.114
N 0.293 -0.036 0.168  -0.266
P 0.155 1.490 0.247  0.570
N -1.131 1.983 1.250  -0.211
C -1.831 3.266 1.034  -0.208
C -2.601 3.685 2.285  -0.180
C -3.256 2.472 2.930  -0.187
C -2.173 1.519 3.455  -0.169
C -0.870 1.681 2.669  -0.218
N 1.517 2.234 0.809  -0.200
C 2.766 1.488 1.011  -0.201
C 3.429 1.974 2.288  -0.170
C 3.818 3.459 2.176  -0.187
C 2.979 4.175 1.111  -0.185
C 1.543 3.670 1.095  -0.211
N -0.247 2.273 -1.186  -0.195
C 0.864 2.496 -2.121  -0.205
C 0.430 3.453 -3.221  -0.184
C -0.793 2.916 -3.958  -0.204
C -1.907 2.597 -2.967  -0.184
C -1.392 1.668 -1.879  -0.227
H -2.540 3.138 0.210  0.098
H -1.147 4.060 0.724  0.096
H -3.340 4.438 2.004  0.114
H -1.929 4.161 3.004  0.115
H -3.873 1.960 2.183  0.096
H -3.932 2.767 3.733  0.109
H -2.531 0.489 3.404  0.090
H -1.965 1.724 4.508  0.115
H -0.264 0.773 2.719  0.075
H -0.259 2.475 3.116  0.108
H 3.439 1.616 0.153  0.123
H 2.519 0.431 1.078  0.059
H 4.298 1.354 2.512  0.113
H 2.719 1.820 3.105  0.109
H 4.874 3.557 1.919  0.106
H 3.687 3.953 3.142  0.105
H 3.413 4.010 0.121  0.108
H 2.979 5.254 1.276  0.112
H 0.969 4.207 0.334  0.101
H 1.072 3.885 2.065  0.111
H 1.186 1.541 -2.563  0.130
H 1.711 2.903 -1.571  0.101
H 1.260 3.606 -3.914  0.112
H 0.195 4.423 -2.772  0.114
H -0.516 1.999 -4.489  0.115
H -1.136 3.630 -4.710  0.108
H -2.752 2.125 -3.475  0.112
H -2.270 3.521 -2.507  0.111
H -1.100 0.700 -2.314  0.114
H -2.177 1.457 -1.150  0.073

Calculated values
- 2S+1 = 1
- E_LUMO (spin up / spin down) (eV) = 0.0918 / 0.0911
- energy (Ha) = -4153.7956



Record 2
Molecular formula: C27H46N7O2S
Method: DFT, wB97M-V/def2-TZVPD

Last column: Löwdin charge in e.
Cartesian coordinates (Å):
C -5.195 -4.795 -2.902  -0.146
C -4.302 -6.118 -2.410  -0.212
C -2.964 -6.209 -3.356  -0.207
N -1.673 -6.505 -2.563  0.025
C -1.090 -5.145 -2.240  -0.031
N -1.034 -4.437 -0.873  0.005
C -1.541 -5.032 0.422  -0.128
C -0.588 -4.767 1.730  -0.071
C -1.444 -4.174 3.039  -0.248
O -2.772 -4.424 3.209  -0.019
N -0.692 -3.324 4.041  0.008
C -1.296 -1.945 4.209  -0.148
C -1.027 -1.116 5.604  -0.024
C -1.598 0.415 5.881  -0.051
C -2.490 1.141 4.698  -0.072
C -2.827 0.327 3.296  -0.058
C -2.233 -1.193 3.060  -0.038
C -0.388 -3.111 -1.210  -0.019
C -0.095 -1.881 -0.165  -0.185
N -0.977 -0.698 -0.605  -0.014
C 0.037 -2.946 -2.795  0.006
C 0.748 -1.717 -3.616  -0.152
C 2.008 -1.004 -2.823  -0.137
C 1.536 0.478 -2.301  -0.257
O 2.513 1.556 -2.516  -0.237
C 1.992 2.672 -1.657  -0.106
N -0.452 -4.298 -3.358  -0.082
N -0.350 -4.736 -4.673  0.023
C -1.006 -3.896 -5.547  -0.446
S -1.762 -2.496 -6.237  0.696
H -4.574 -3.797 -2.876  0.073
H -5.593 -4.947 -4.013  0.093
H -6.166 -4.636 -2.241  0.089
H -4.091 -5.951 -1.270  0.101
H -4.966 -7.059 -2.652  0.120
H -2.887 -5.196 -3.944  0.098
H -3.073 -7.127 -4.103  0.144
H -2.021 -7.010 -1.718  0.105
H -1.569 -6.215 0.266  0.143
H -2.678 -4.731 0.618  0.150
H -0.128 -5.795 2.125  0.146
H 0.340 -4.082 1.494  0.120
H -0.535 -3.810 4.952  0.136
H -0.365 -1.583 6.478  0.095
H -1.383 1.033 6.868  0.097
H -2.939 2.229 4.794  0.087
H -3.466 0.822 2.444  0.084
H -2.448 -1.756 2.048  0.066
H 1.055 -1.577 -0.144  0.119
H -0.393 -2.095 0.950  0.092
H -1.434 -0.919 -1.524  0.070
H -1.778 -0.578 0.078  0.066
H -0.057 -0.907 -3.965  0.115
H 1.210 -2.132 -4.636  0.125
H 2.965 -0.912 -3.526  0.140
H 2.298 -1.732 -1.937  0.112
H 0.491 0.809 -2.716  0.121
H 1.402 0.384 -1.119  0.109
H 0.841 2.504 -1.391  0.101
H 2.040 3.654 -2.294  0.110
H 2.569 2.730 -0.638  0.102
C 1.190 5.491 2.153  -0.094
C 2.640 5.599 1.689  -0.274
N 2.827 6.461 0.519  -0.193
C 4.155 6.333 -0.090  -0.256
C 5.358 6.768 0.741  -0.090
C 2.326 7.832 0.637  -0.251
C 2.873 8.691 1.771  -0.089
H 0.537 5.163 1.337  0.074
H 1.112 4.754 2.961  0.072
H 0.814 6.441 2.542  0.065
H 2.965 4.582 1.433  0.107
H 3.259 5.921 2.534  0.098
H 4.172 6.874 -1.044  0.112
H 4.300 5.280 -0.366  0.101
H 5.435 7.856 0.800  0.057
H 6.280 6.411 0.269  0.074
H 5.335 6.361 1.755  0.068
H 1.234 7.790 0.740  0.101
H 2.481 8.361 -0.312  0.116
H 2.915 8.156 2.723  0.069
H 2.223 9.562 1.918  0.075
H 3.868 9.076 1.543  0.055

Calculated values
- 2S+1 = 1
- E_LUMO (eV) = -4.9407
- net charge = +1
- energy (Ha) = -1987.2920



Record 3
Molecular formula: C27H46NO2Si
Method: DFT, wB97M-V/def2-TZVPD

Last column: Löwdin charge in e.
Cartesian coordinates (Å):
C -0.939 0.651 -1.393  -0.165
Si -2.665 1.386 -1.078  0.590
C -2.799 2.963 -2.090  -0.171
C -2.736 1.779 0.769  -0.236
C -4.146 1.878 1.412  -0.224
C -4.526 0.738 2.363  -0.193
C -3.406 0.316 3.334  -0.186
C -2.913 -1.133 3.126  -0.188
C -1.438 -1.232 2.750  -0.212
C -0.496 -0.530 3.733  -0.173
C 0.942 -1.102 3.732  -0.126
C 1.443 -1.444 2.374  -0.182
C 2.002 -2.683 2.080  0.054
C 2.430 -2.962 0.796  0.019
N 2.328 -2.061 -0.189  -0.018
C 2.742 -2.341 -1.586  -0.080
C 3.781 -3.442 -1.720  -0.241
O 4.135 -3.618 -3.077  -0.020
C 1.811 -0.843 0.076  -0.008
C 1.371 -0.510 1.337  0.031
C -3.962 0.151 -1.622  -0.252
C -4.684 0.266 -2.817  -0.084
C -5.617 -0.707 -3.164  -0.079
C -5.858 -1.799 -2.338  -0.076
C -5.148 -1.926 -1.144  -0.076
C -4.209 -0.957 -0.802  -0.106
H -0.224 1.466 -1.498  0.030
H -0.640 0.045 -0.539  -0.012
H -0.925 0.031 -2.285  0.036
H -3.823 3.324 -2.136  0.037
H -2.469 2.756 -3.107  0.034
H -2.157 3.741 -1.685  0.032
H -2.268 2.760 0.856  0.078
H -2.073 1.092 1.292  0.033
H -4.217 2.811 1.964  0.106
H -4.884 1.927 0.614  0.098
H -5.370 1.082 2.955  0.108
H -4.897 -0.128 1.826  0.087
H -3.769 0.398 4.354  0.109
H -2.577 1.011 3.256  0.087
H -3.112 -1.738 4.008  0.112
H -3.494 -1.590 2.329  0.091
H -1.335 -0.755 1.774  0.079
H -1.173 -2.281 2.606  0.120
H -0.901 -0.580 4.737  0.125
H -0.419 0.519 3.457  0.105
H 0.955 -1.984 4.368  0.123
H 1.610 -0.385 4.205  0.135
H 2.086 -3.416 2.863  0.133
H 2.852 -3.924 0.571  0.135
H 1.854 -2.566 -2.171  0.152
H 3.138 -1.404 -1.967  0.127
H 4.665 -3.160 -1.148  0.134
H 3.379 -4.379 -1.352  0.118
H 3.939 -2.811 -3.560  0.090
H 1.750 -0.133 -0.733  0.125
H 0.951 0.460 1.545  0.138
H -4.521 1.116 -3.460  0.095
H -6.163 -0.603 -4.091  0.104
H -6.583 -2.551 -2.604  0.103
H -5.329 -2.760 -0.484  0.102
H -3.654 -1.065 0.120  0.077
C 6.676 2.067 -2.886  -0.076
C 6.121 3.181 -2.016  -0.266
O 4.718 3.106 -1.806  -0.149
C 4.240 1.946 -1.174  -0.304
C 4.804 1.714 0.220  -0.070
H 6.176 2.053 -3.855  0.083
H 7.743 2.217 -3.048  0.082
H 6.549 1.083 -2.429  0.062
H 6.283 4.139 -2.507  0.123
H 6.650 3.225 -1.059  0.110
H 4.409 1.064 -1.811  0.096
H 3.157 2.080 -1.106  0.109
H 5.883 1.563 0.207  0.072
H 4.351 0.826 0.669  0.056
H 4.596 2.572 0.861  0.088

Calculated values
- 2S+1 = 1
- relative energy (zero: lowest compared OMol25 entry of this formula, charge and spin) (eV) = 0.000
- E_LUMO (eV) = -3.9377
- net charge = +1
- energy (Ha) = -1550.9008



Record 4
Molecular formula: C27H47AsFIrNO5P3STe
Method: DFT, wB97M-V/def2-TZVPD

Last column: Löwdin charge in e.
Cartesian coordinates (Å):
Ir 0.193 -0.028 0.127  0.879
C 2.280 -0.203 3.119  -0.205
P 2.140 0.054 1.314  0.807
C 3.570 -0.909 0.772  -0.222
C 2.673 1.793 1.126  -0.368
C 3.981 2.231 0.978  -0.072
C 4.236 3.563 0.676  -0.062
C 3.184 4.456 0.523  -0.059
C 1.873 4.020 0.673  -0.065
C 1.616 2.689 0.976  -0.348
P -0.062 1.957 1.065  0.765
C -0.435 2.043 2.846  -0.210
C -1.152 3.274 0.480  -0.226
H 3.222 0.233 3.449  0.065
H 2.289 -1.275 3.334  0.060
H 1.473 0.237 3.687  0.021
H 4.400 -0.727 1.455  0.059
H 3.839 -0.657 -0.249  0.030
H 3.304 -1.964 0.799  0.034
H 4.811 1.541 1.072  0.105
H 5.256 3.900 0.544  0.110
H 3.382 5.489 0.271  0.111
H 1.061 4.721 0.529  0.103
H -0.126 3.020 3.216  0.067
H 0.059 1.271 3.416  0.011
H -1.509 1.927 2.996  0.063
H -1.083 4.120 1.167  0.061
H -2.174 2.895 0.470  0.066
H -0.899 3.563 -0.532  0.028
F -2.776 -5.971 0.530  0.063
C -2.329 -4.752 0.890  -0.294
C -3.167 -3.662 0.768  0.008
C -2.676 -2.411 1.100  -0.055
C -1.368 -2.239 1.545  -0.319
C -0.817 -0.893 1.841  -0.226
C -0.574 -3.369 1.700  -0.065
C -1.041 -4.634 1.370  -0.025
H -4.175 -3.798 0.401  0.127
H -3.316 -1.543 0.995  0.122
H 0.026 -0.894 2.512  0.007
H -1.553 -0.112 1.976  0.037
H 0.432 -3.246 2.089  0.103
H -0.440 -5.526 1.495  0.119
N -1.904 -1.405 -1.960  -0.132
C -1.267 -0.994 -1.080  -0.361
C 3.333 1.375 -3.463  -0.224
S 2.474 0.107 -2.545  0.863
C 1.163 -0.190 -3.717  -0.249
O 1.826 0.886 -1.409  -0.626
H 2.619 2.057 -3.919  0.038
H 3.954 0.897 -4.222  0.065
H 3.960 1.909 -2.750  0.061
H 1.590 -0.385 -4.702  0.074
H 0.531 0.697 -3.732  0.026
H 0.582 -1.042 -3.367  0.016
C -0.229 -4.073 -2.101  -0.188
As 1.441 -3.465 -1.400  1.016
C 2.714 -3.598 -2.828  -0.198
C 2.100 -4.712 -0.096  -0.191
O 1.425 -1.902 -0.813  -0.646
H -0.196 -5.154 -2.235  0.053
H -0.400 -3.584 -3.059  0.040
H -1.028 -3.791 -1.421  0.009
H 2.826 -4.644 -3.113  0.051
H 3.671 -3.209 -2.485  0.044
H 2.374 -3.024 -3.688  0.031
H 1.743 -5.714 -0.331  0.051
H 1.762 -4.425 0.893  0.011
H 3.189 -4.704 -0.131  0.044
C -5.562 3.396 -2.719  -0.066
C -4.280 3.139 -3.471  -0.304
O -3.256 2.783 -2.521  -0.287
P -1.996 1.881 -2.914  0.141
O -1.185 1.722 -1.688  -0.417
Te -2.730 -0.069 -4.136  0.803
O -1.262 2.707 -4.074  -0.311
C -0.821 4.054 -3.765  -0.253
C 0.641 4.058 -3.378  -0.068
H -6.351 3.664 -3.421  0.084
H -5.436 4.214 -2.009  0.081
H -5.867 2.504 -2.172  0.083
H -3.952 4.028 -4.015  0.120
H -4.412 2.330 -4.193  0.055
H -1.441 4.464 -2.965  0.110
H -0.996 4.639 -4.665  0.124
H 0.822 3.377 -2.544  0.060
H 0.946 5.067 -3.091  0.087
H 1.255 3.749 -4.226  0.071

Calculated values
- 2S+1 = 2
- relative energy (zero: lowest compared OMol25 entry of this formula, charge and spin) (eV) = 0.000
- E_LUMO (spin up / spin down) (eV) = -2.2935 / -3.2638
- net charge = +1
- expectation value of S² = 0.75
- energy (Ha) = -5618.0918